Record 1
91
Properties=species:S:1:pos:R:3:mulliken_spin:R:1 method="wB97M-V/def2-TZVPD" e_above_lowest_kj_mol=0.0 e_homo_ev="-12.500 / -13.249" multiplicity=5 molar_mass_g_mol=950.64 homo_lumo_gap_ev="6.679 / 5.566" charge=+2 total_energy_ha=-4402.603450
Os 1.2364 0.3444 -0.1916 1.814
C -3.0445 -0.2850 -1.2255 0.014
C -1.7092 0.2854 -0.9321 0.098
N -0.7255 -0.4412 -0.3704 -0.130
N -1.0590 -1.6592 -0.0391 0.570
C 0.0225 -2.3767 0.5699 -0.045
O 1.0925 -1.8418 0.8436 0.141
C -0.2603 -3.7790 0.8726 0.016
C 0.6941 -4.5011 1.5950 0.004
C 0.4659 -5.8288 1.8948 0.002
C -0.7081 -6.4438 1.4702 0.017
C -1.6585 -5.7335 0.7488 -0.010
C -1.4426 -4.3993 0.4528 0.022
C -1.3755 1.6711 -1.2565 0.169
C -2.1817 2.4207 -2.0983 0.071
C -1.8046 3.7230 -2.3976 -0.012
C -0.6556 4.2351 -1.8295 0.062
C 0.0943 3.4217 -0.9825 0.017
N -0.2474 2.1725 -0.7068 0.097
H -3.2601 -1.1153 -0.5605 0.005
H -3.0530 -0.6657 -2.2523 0.022
H -3.8197 0.4731 -1.1427 0.005
H 1.6023 -4.0076 1.9127 -0.001
H 1.1983 -6.3910 2.4580 0.000
H -0.8837 -7.4851 1.7086 0.000
H -2.5675 -6.2207 0.4231 0.000
H -2.1798 -3.8345 -0.0996 0.002
H -3.0695 1.9879 -2.5378 0.010
H -2.4069 4.3248 -3.0652 0.002
H -0.3333 5.2483 -2.0258 0.002
H 1.0020 3.7849 -0.5159 0.001
O 4.0768 1.4594 -0.0702 -0.017
C 3.0200 1.0431 -0.1099 -0.012
N 0.1352 1.7144 3.7011 0.007
C -0.0477 1.5180 2.3883 0.003
N 0.9346 0.8325 1.8503 0.000
C 1.8359 0.5510 2.8926 -0.019
C 3.0233 -0.1787 2.9127 0.020
C 3.6781 -0.2822 4.1204 0.004
C 3.1701 0.3080 5.2919 -0.001
C 1.9840 1.0079 5.2884 0.002
C 1.3314 1.1066 4.0644 -0.009
H -0.4962 2.2072 4.3109 0.000
H -0.9036 1.8922 1.8506 0.005
H 3.4017 -0.6688 2.0264 0.002
H 4.6037 -0.8393 4.1733 0.000
H 3.7208 0.2039 6.2169 0.000
H 1.5817 1.4498 6.1906 0.000
O 0.3494 0.7750 -3.5609 0.079
C 1.2168 -0.0733 -3.2613 -0.005
O 1.6204 -0.3121 -2.0804 0.022
C 1.9351 -0.8114 -4.3647 -0.006
C 1.2726 -0.5848 -5.7169 0.014
Ge 0.3183 1.1189 -5.7549 0.171
C 1.2510 2.7831 -5.4559 0.045
C 0.7430 4.0100 -5.8931 0.004
C 1.4243 5.1924 -5.6316 -0.001
C 2.6278 5.1602 -4.9414 0.006
C 3.1522 3.9467 -4.5167 -0.002
C 2.4690 2.7664 -4.7736 0.005
C -1.6291 1.0884 -5.7365 0.065
C -2.3987 2.2452 -5.8727 0.013
C -3.7865 2.1708 -5.8521 -0.015
C -4.4157 0.9418 -5.7068 0.031
C -3.6566 -0.2176 -5.5822 -0.003
C -2.2706 -0.1466 -5.6067 0.020
C 0.1143 1.1806 -7.9931 0.516
C 0.7984 2.1668 -8.6761 -0.062
C 1.0046 1.9361 -10.0346 0.029
C 0.4564 0.8185 -10.6534 0.026
C -0.2904 -0.1034 -9.9287 0.024
C -0.5187 0.0962 -8.5711 0.025
H 2.0172 -1.8637 -4.0936 0.000
H 2.9569 -0.4247 -4.3635 0.001
H 0.5362 -1.3605 -5.9362 0.002
H 1.9958 -0.6012 -6.5308 -0.003
H -0.1720 4.0555 -6.4680 -0.007
H 1.0222 6.1358 -5.9795 0.000
H 3.1657 6.0795 -4.7488 0.000
H 4.0997 3.9183 -3.9935 0.000
H 2.8986 1.8315 -4.4348 0.000
H -1.9293 3.2086 -6.0031 0.003
H -4.3768 3.0713 -5.9691 0.000
H -5.4967 0.8828 -5.7108 0.001
H -4.1462 -1.1792 -5.4871 0.001
H -1.6947 -1.0623 -5.5223 0.000
H 1.2338 3.0291 -8.1932 0.013
H 1.5945 2.6466 -10.5992 0.008
H 0.5958 0.6753 -11.7166 0.003
H -0.7240 -0.9681 -10.4141 0.006
H -1.1271 -0.5988 -8.0096 0.018

---

Record 2
16
Properties=species:S:1:pos:R:3:mulliken_charge:R:1 method="wB97M-V/def2-TZVPD" e_above_lowest_kj_mol=128.3 e_homo_ev=-4.431 molar_mass_g_mol=193.23 homo_lumo_gap_ev=7.587 charge=-1 total_energy_ha=-1287.014084
C 0.4146 0.4294 0.1841 0.683
C 0.0209 1.6897 -1.8420 0.602
C -0.4497 -0.7712 -0.6928 0.479
C -0.0953 1.1097 1.6217 -1.392
N 0.3219 1.5575 -0.6259 -0.607
N -1.4390 -1.6486 0.0178 -0.594
O 1.7386 -0.0103 0.3131 -0.581
O -0.0224 2.3994 -2.7832 -0.564
O 0.9252 -2.5587 0.9765 -0.668
S -0.7577 -0.3180 -2.3099 -0.469
S 0.0864 -2.4905 -0.2431 0.335
H -1.2069 1.2559 1.3882 0.301
H 0.7111 1.8343 1.7050 0.393
H 0.0820 0.4049 2.3259 0.367
H -2.0695 -1.9203 -0.6121 0.310
H 1.7398 -0.9632 0.5769 0.405

---

Record 3
12
Properties=species:S:1:pos:R:3:mulliken_charge:R:1 method="wB97M-V/def2-TZVPD" e_above_lowest_kj_mol=283.3 e_homo_ev=-8.749 molar_mass_g_mol=99.09 homo_lumo_gap_ev=9.688 smiles="O=CN1CC=CO1" total_energy_ha=-360.561533
O 0.8543 -1.0957 -0.1840 -0.332
C 1.5963 0.0213 -0.4227 -0.233
C 1.0321 1.1548 -0.0343 -0.410
C -0.3919 0.8601 0.3417 -0.270
N -0.3222 -0.5966 0.5179 -0.020
C -1.3841 -1.3846 0.0742 0.111
O -2.4357 -0.9442 -0.3175 -0.494
H 2.5256 -0.1551 -0.9469 0.402
H 1.5010 2.1234 -0.0098 0.344
H -1.1019 1.1187 -0.4595 0.232
H -0.7218 1.3539 1.2610 0.307
H -1.1518 -2.4560 0.1799 0.363

---

Record 4
98
Properties=species:S:1:pos:R:3:mulliken_charge:R:1 method="wB97M-V/def2-TZVPD" e_above_lowest_kj_mol=40.0 e_homo_ev=-8.566 molar_mass_g_mol=717.23 homo_lumo_gap_ev=8.417 total_energy_ha=-4735.129089
C 0.3341 -0.9424 -0.5493 -0.083
C 0.7865 -0.0230 0.6726 0.682
O -0.3503 0.7752 1.0405 0.586
H -0.1780 -0.0643 -1.3903 -0.185
H -0.4746 -1.6301 -0.3430 0.038
H 1.1660 -1.3585 -1.2009 0.354
H 1.5883 0.6130 0.9164 -0.443
H 0.9760 -0.7034 1.5532 -0.393
H -0.0677 1.3908 1.6491 -0.066
C -4.2564 0.4293 -4.2696 -0.504
C -3.9108 0.1261 -2.7787 -0.641
O -2.6728 0.6816 -2.5675 -0.290
H -4.0258 1.5178 -4.7839 0.208
H -5.4222 0.1297 -4.3499 0.288
H -3.8361 -0.3586 -4.9718 0.057
H -3.8269 -1.0049 -2.7017 0.414
H -4.7060 0.6346 -2.0555 0.391
H -2.9521 1.7653 -2.4790 0.276
C 4.1652 1.9043 1.2824 -0.835
S 3.6465 2.6211 2.9103 0.598
O 5.0246 2.5875 3.6087 -0.750
C 3.3955 4.2053 2.3984 -0.510
H 4.2339 0.7985 1.5716 0.113
H 5.0972 2.3445 0.8766 0.431
H 3.3154 2.0604 0.5716 0.160
H 3.0715 5.1281 2.9512 0.286
H 2.7211 4.0023 1.7429 -0.009
H 4.3041 4.6632 1.9250 0.370
C -1.3741 -2.6839 -5.8747 -0.937
S -2.0302 -3.6384 -4.5745 0.368
O -0.9621 -4.6163 -4.2701 -0.594
C -1.9911 -2.3300 -3.3344 0.183
H -0.5293 -2.2213 -5.5773 -0.038
H -2.0525 -2.0620 -6.3672 0.436
H -0.9901 -3.2404 -6.5287 0.662
H -1.1388 -2.3840 -2.9952 -0.756
H -2.4214 -2.8025 -2.3748 0.352
H -2.4663 -1.4013 -3.4572 0.255
C -0.4748 3.0542 -1.4297 0.023
S -0.6410 3.9757 0.0923 0.857
O 0.5463 4.9669 0.1499 -0.749
C -1.9826 5.0994 -0.5087 -1.337
H -0.3316 3.6323 -2.4358 0.470
H -1.3234 2.4643 -1.4965 -0.438
H 0.1038 2.2045 -1.1436 -0.095
H -2.3383 5.6501 0.2665 0.433
H -2.7427 4.3760 -0.7183 0.344
H -1.7062 5.5350 -1.3945 0.437
C 1.6408 -1.0988 -3.8198 -0.623
S 3.1986 -1.1415 -4.7131 0.466
O 3.5816 0.1273 -5.3771 -0.648
C 4.3539 -1.5273 -3.4860 -0.878
H 1.7192 -0.1635 -3.1309 0.187
H 1.0606 -2.2041 -3.5050 0.217
H 0.8437 -0.8137 -4.5266 0.230
H 3.8315 -2.1058 -2.7473 0.275
H 4.7157 -0.6464 -3.1080 0.325
H 5.1893 -1.9829 -3.9299 0.362
C -3.2316 -0.3790 2.2591 -0.791
S -4.4446 0.1021 1.0487 0.445
O -5.4653 0.8873 2.0068 -0.709
C -3.4456 1.4570 0.4322 -1.155
H -2.6295 0.3303 2.4876 0.182
H -2.6270 -0.9516 1.6345 0.352
H -3.6694 -0.8902 3.1528 0.398
H -2.6458 0.8577 -0.1011 0.039
H -3.1052 2.1792 0.9555 1.070
H -4.2007 1.8430 -0.3392 0.252
C -0.1716 4.8078 4.0516 -0.858
S 0.0462 3.1179 4.2778 0.324
O 0.5616 2.5463 3.0009 -0.794
C 1.4111 3.0693 5.3713 -0.948
H 0.6050 5.2276 3.4882 0.299
H -0.5412 5.4115 5.0002 0.365
H -1.1716 5.1123 3.5394 0.245
H 1.9637 2.1873 5.3519 0.329
H 0.9319 3.2577 6.4201 0.398
H 2.0612 4.0193 5.1612 0.229
C 3.6509 -2.1131 3.4517 -0.849
S 2.2760 -3.1550 2.9773 0.725
O 2.3664 -4.4436 3.8592 -0.700
C 0.8672 -2.3486 3.6642 -0.710
H 3.5904 -1.0854 3.0720 -0.067
H 4.6458 -2.5774 3.1782 0.340
H 3.6957 -2.0144 4.3914 0.525
H 0.0005 -2.5998 3.0759 0.202
H 1.1912 -1.2408 3.6327 -0.072
H 0.6415 -2.6832 4.6143 0.637
C -0.7300 -4.7162 -0.4508 -0.404
S -0.0154 -6.2108 0.1267 0.349
O 1.5271 -5.8700 0.0658 -0.639
C -0.3312 -6.0332 1.7198 -0.507
H -1.8262 -4.8831 -0.3279 0.468
H -0.7626 -4.7663 -1.5477 0.237
H -0.2942 -3.9484 0.0224 -0.116
H -0.0199 -5.0267 2.0420 -0.170
H 0.2186 -6.7391 2.3560 0.329
H -1.3585 -6.0526 1.9643 0.417

---

Record 5
97
Properties=species:S:1:pos:R:3:mulliken_charge:R:1 method="wB97M-V/def2-TZVPD" e_homo_ev=-9.271 molar_mass_g_mol=786.49 homo_lumo_gap_ev=9.640 smiles="CCOC(=O)OC.CCOC(=O)OC.CCOC(=O)OC.CCOC(=O)OC.CCOC(=O)OC.Fc1ccccc1.ClCCl.ClCCl" total_energy_ha=-4165.404612
C -3.5574 8.9695 -6.1856 -0.217
Cl -5.3059 8.7084 -6.4372 -0.161
Cl -2.6285 8.0927 -7.3463 -0.127
H -3.4730 10.0559 -6.2116 0.262
H -3.3215 8.5710 -5.1989 0.243
C -9.3315 -2.3199 -7.0079 -0.226
Cl -10.4447 -1.2727 -6.1084 -0.150
Cl -8.9716 -3.8797 -6.2702 -0.136
H -9.7401 -2.4078 -8.0146 0.272
H -8.4014 -1.7518 -7.0197 0.241
C 3.4670 -2.8581 -5.2895 -1.036
C 4.5219 -3.6041 -4.5616 -0.247
O 5.8295 -3.2081 -4.9866 -0.234
C 6.9646 -3.7474 -4.6193 0.718
O 7.1748 -4.6027 -3.8254 -0.549
O 7.9532 -3.0501 -5.2060 -0.339
C 9.2969 -3.3022 -4.9951 -0.704
H 2.7779 -3.5392 -5.7888 0.289
H 3.9059 -2.2252 -6.0608 0.324
H 2.9382 -2.1514 -4.6499 0.273
H 4.3015 -4.6715 -4.5455 0.354
H 4.4456 -3.3207 -3.5118 0.279
H 9.9474 -2.4316 -5.0785 0.258
H 9.7445 -3.9763 -5.7255 0.282
H 9.5002 -3.8428 -4.0707 0.332
C -4.9872 2.7508 -2.2925 -1.155
C -5.1575 1.5177 -1.4676 -0.140
O -4.5614 1.7593 -0.2577 -0.306
C -3.2204 1.5235 -0.0243 0.691
O -2.4769 1.0471 -0.8695 -0.546
O -2.8795 1.7789 1.2848 -0.299
C -1.6456 1.2768 1.7718 -0.628
H -3.9704 2.9665 -2.6206 0.304
H -5.3014 3.5966 -1.6810 0.311
H -5.5228 2.6204 -3.2328 0.366
H -4.7845 0.6867 -2.0661 0.303
H -6.2270 1.3760 -1.3119 0.283
H -0.8743 1.8519 1.2594 0.282
H -1.5234 0.1946 1.7283 0.296
H -1.5886 1.3905 2.8544 0.238
C 2.5398 -6.7016 10.4092 -1.096
C 2.3341 -5.4998 9.4265 -0.322
O 1.2261 -4.8076 9.8431 -0.231
C 0.5918 -4.0019 9.0617 0.737
O 0.9095 -3.7669 7.8686 -0.604
O -0.5380 -3.5668 9.7438 -0.304
C -1.6003 -2.9175 9.0411 -0.603
H 2.8572 -7.5798 9.8471 0.292
H 1.8070 -6.9949 11.1609 0.347
H 3.3828 -6.5463 11.0826 0.314
H 2.1628 -5.8017 8.3932 0.344
H 3.1993 -4.8404 9.3573 0.332
H -1.1643 -2.0630 8.5237 0.285
H -2.4383 -2.6210 9.6719 0.226
H -1.9593 -3.5794 8.2530 0.284
C -2.0366 8.5650 2.6893 -1.042
C -2.9723 8.3686 3.9359 -0.275
O -4.3273 7.9890 3.5081 -0.312
C -5.1559 8.8687 2.7880 0.696
O -4.8241 10.0124 2.4901 -0.554
O -6.3088 8.2557 2.5438 -0.314
C -7.4650 8.8048 1.9006 -0.582
H -2.3974 9.2157 1.8928 0.292
H -1.9222 7.6058 2.1843 0.284
H -1.0060 8.8910 2.8293 0.369
H -2.9207 9.2816 4.5291 0.266
H -2.5411 7.7821 4.7472 0.377
H -7.8526 9.5476 2.5978 0.271
H -8.3463 8.2121 1.6553 0.244
H -7.0803 9.2234 0.9706 0.281
C 2.3865 -12.3141 -1.2429 -1.104
C 2.6586 -10.9473 -0.4871 -0.285
O 1.6324 -10.0308 -0.5407 -0.259
C 1.7009 -8.9657 0.2041 0.807
O 2.6203 -8.7079 0.9838 -0.595
O 0.5660 -8.3062 0.0918 -0.342
C 0.2383 -7.1376 0.9053 -0.636
H 2.4494 -12.1496 -2.3186 0.302
H 1.3779 -12.6736 -1.0391 0.318
H 3.1604 -12.9600 -0.8282 0.339
H 3.5380 -10.5250 -0.9734 0.292
H 2.8545 -11.1648 0.5629 0.329
H -0.3997 -7.3109 1.7719 0.273
H -0.4256 -6.4766 0.3482 0.246
H 1.1466 -6.6252 1.2226 0.314
F 6.5057 5.3283 -1.4316 -0.294
C 5.5435 5.8963 -2.1992 0.464
C 5.9613 6.5733 -3.3539 -0.440
C 5.0164 7.3026 -4.0721 -0.309
C 3.6464 7.1792 -3.8295 -0.452
C 3.2666 6.4203 -2.6887 -0.290
C 4.1928 5.8223 -1.8679 -0.459
H 7.0209 6.7109 -3.5114 0.381
H 5.2970 7.8114 -4.9824 0.324
H 2.9767 7.6195 -4.5534 0.367
H 2.2060 6.4220 -2.4847 0.333
H 3.8359 5.3024 -0.9912 0.376

---

Record 6
13
Properties=species:S:1:pos:R:3:mulliken_charge:R:1 method="wB97M-V/def2-TZVPD" e_above_lowest_kj_mol=4.4 e_homo_ev=-9.606 molar_mass_g_mol=108.09 homo_lumo_gap_ev=10.614 total_energy_ha=-427.147970
C -0.8359 -0.4817 -0.3008 0.275
C 0.5830 -0.5758 0.1738 0.349
C 1.4613 0.4241 -0.5184 -0.425
H -2.6658 -0.0022 0.5397 0.221
H -1.3271 0.2063 1.5247 0.223
H -2.1015 -0.7760 -1.7079 0.228
H 0.9337 -1.5951 -0.0235 0.273
H 1.4520 0.2010 -1.6008 0.328
H 2.4120 0.5316 -0.0141 0.293
N -1.7217 -0.2612 0.7395 -0.442
N -1.0668 -0.6894 -1.5245 -0.651
F 0.6334 -0.3741 1.5494 -0.358
F 0.8739 1.6951 -0.3662 -0.315